DFT (wB97M-V/def2-TZVPD) results for a cluster of 5 separate species, C15H22O15 in total.

Geometry (Å):
O1 -6.6410 -10.6333 -6.2099
H1 -9.7721 -10.6899 -8.3145
O2 -13.4128 -9.2411 -7.4182
H2 -14.0605 -7.2437 -5.8735
H3 -2.2226 -5.6759 -3.8717
O3 -4.8917 -9.6161 -7.1312
C1 -15.2919 -8.6688 -3.5801
H4 -15.9923 -6.1458 -5.1424
H5 -12.0994 -10.0948 -1.8101
O4 -3.6941 -5.5522 -5.3285
H6 -5.1651 -12.0513 -5.8215
O5 -5.5952 -6.4621 -5.7777
H7 -4.6316 -9.1112 -5.1500
H8 -5.7513 -11.1209 -4.4184
H9 -10.1786 -9.2015 -0.5556
C2 -9.2276 -9.9766 -3.0835
C3 -6.7961 -7.0955 -5.3448
C4 -4.8050 -6.0406 -4.7931
H10 -15.2625 -5.7292 -3.5642
O6 -11.5001 -9.4744 -6.2643
O7 -8.3447 -10.3907 -3.7632
H11 -3.4579 -10.3066 -5.8051
H12 -2.1044 -4.3502 -5.0348
C5 -15.4018 -6.5127 -4.3056
H13 -7.2998 -7.4191 -6.2536
O8 -10.4542 -10.5195 -3.0108
H14 -9.5220 -10.0021 -5.9342
O9 -6.9255 -9.4317 -8.0875
C6 -5.4982 -11.0721 -5.4751
H15 -3.3285 -4.2518 -3.7561
O10 -11.4372 -9.4207 -8.4896
C7 -10.3460 -8.7710 -1.5434
C8 -11.3266 -9.5830 -2.3748
O11 -5.0629 -6.1080 -3.6183
C9 -10.0919 -9.6732 -8.0924
C10 -10.1093 -9.3677 -6.5908
C11 -2.7905 -4.9258 -4.4180
C12 -12.2341 -9.3935 -7.4031
H16 -9.7948 -8.3309 -6.4289
H17 -7.4348 -6.3995 -4.8045
C13 -6.2092 -9.8568 -7.2380
C14 -4.4904 -9.9776 -5.7950
H18 -9.4286 -8.9828 -8.6036
H19 -10.6751 -7.7390 -1.4533
O12 -16.1152 -7.6027 -3.7211
H20 -13.2441 -6.5965 -4.3949
O13 -15.5802 -9.6589 -2.9924
O14 -14.1091 -8.4507 -4.1892
O15 -9.1389 -8.8836 -2.3000
C15 -14.0864 -7.1608 -4.7912
H21 -11.7992 -8.9971 -3.1655
H22 -6.5871 -7.9724 -4.7327

Values from the calculation:
LUMO energy: 0.33 eV
orbital gap: 11.3 eV
structure (SMILES): COC(=O)OC.O=C1OCCO1.O=C1OCCO1.O=C1OCCO1.O=C1OCCO1